ORCA calculation (ωB97M-V with the def2-TZVPD basis set) on C47H45As3BrN4ORe as an isolated structure at a distorted geometry.

- max |F| (hartree/bohr) = 0.042
- expectation value of S² = 1.223
- ΔE to the lowest compared entry with this formula, charge and spin (kcal/mol) = 53.5
- charge = +3
- energy (eV) = -312141.2142
- 2S+1 = 2

Each line ends with the Mulliken spin population.
CARTESIAN COORDINATES (ANGSTROEM)
C  -2.885  1.192  1.700  0.02
H  0.073  2.377  -2.469  0.00
C  -2.488  0.774  -1.855  -0.02
H  -0.349  3.069  1.663  0.00
C  0.105  -4.018  -0.442  -0.07
C  1.790  1.552  3.103  0.01
H  2.561  2.919  -0.704  0.00
H  -2.304  -1.380  -3.201  -0.01
C  -2.457  0.538  3.018  -0.22
C  -2.955  1.287  -0.622  0.04
H  5.987  0.664  2.045  0.00
N  -1.492  -0.232  -1.709  -0.03
C  -0.841  -2.512  -2.085  -0.01
As  0.453  0.336  2.405  0.01
H  -4.544  -3.835  3.195  -0.01
C  -2.993  1.233  -3.038  -0.01
C  -3.877  2.194  1.769  0.00
C  1.236  0.419  -3.766  0.01
H  -3.831  -2.759  4.403  0.00
C  3.416  -3.809  -0.023  0.00
C  -4.168  -2.824  3.370  0.02
H  4.155  -3.924  -3.327  0.00
Re  -0.330  0.152  0.005  1.13
H  -3.084  -2.061  -0.314  0.02
H  2.707  1.859  -6.453  0.00
C  -4.485  2.721  -1.863  -0.01
H  1.308  2.410  3.569  0.00
H  3.155  -1.679  -3.241  0.00
C  3.783  -3.540  -2.386  0.00
C  -4.005  2.220  -3.039  0.00
H  -4.064  0.844  6.069  0.00
H  -4.398  2.571  -3.983  0.00
C  3.893  -4.301  -1.232  0.00
H  0.450  -4.192  0.568  -0.01
C  -3.966  2.258  -0.628  0.00
C  -1.095  0.752  3.518  0.20
H  0.104  4.868  -2.087  0.00
H  0.519  -5.996  -1.120  0.00
N  0.002  4.191  -1.345  0.00
H  -5.149  3.512  0.679  0.00
H  -4.334  -3.131  0.362  -0.01
H  2.430  -2.186  0.962  0.00
H  -4.986  -2.126  3.191  -0.01
H  0.657  0.632  -5.823  0.00
C  3.284  2.414  -0.075  0.00
C  5.220  1.157  1.463  0.00
H  -0.128  5.478  0.377  0.00
C  -4.397  2.734  0.627  0.01
C  3.335  1.021  -0.030  0.01
H  0.276  -2.147  2.812  0.00
C  4.195  3.171  0.646  0.00
C  2.828  -2.556  0.026  -0.01
C  2.564  1.532  -5.432  0.00
As  2.016  -0.001  -1.011  0.03
C  3.545  1.777  -4.483  0.00
C  3.375  1.349  -3.171  0.00
C  5.159  2.541  1.425  0.00
C  -0.302  -4.783  -2.697  -0.05
H  1.967  -1.596  2.881  0.00
C  -0.024  2.866  -1.513  0.00
H  0.347  -0.138  -3.503  -0.01
C  4.314  0.394  0.733  0.00
H  2.394  1.029  3.843  0.00
C  3.216  -2.272  -2.338  0.00
H  0.892  -1.294  4.262  0.00
C  -1.573  -1.327  -2.395  0.03
H  3.503  -4.404  0.877  0.00
C  -0.123  4.472  -0.006  0.00
C  -1.937  1.052  5.773  0.19
C  -0.884  0.999  4.851  -0.07
C  -3.255  0.830  5.352  -0.06
C  -0.826  -3.560  -3.028  0.02
C  -3.512  0.620  4.031  0.18
H  4.354  -5.279  -1.273  0.00
C  -0.227  3.272  0.612  0.00
H  4.400  -0.685  0.746  0.00
C  0.146  -5.015  -1.384  0.01
H  4.157  1.535  -2.447  0.00
H  4.164  4.252  0.592  0.00
H  -1.231  -3.394  -4.019  0.00
C  0.945  -1.371  3.178  0.02
H  -4.418  -1.395  0.669  -0.01
Br  -0.215  -6.154  -3.962  -0.02
H  -4.532  0.460  3.701  0.01
H  4.454  2.293  -4.763  0.00
H  -4.214  2.539  2.735  -0.01
N  -0.156  2.262  -0.338  0.02
C  2.210  0.681  -2.804  -0.01
C  -0.344  -2.736  -0.780  -0.02
O  -0.330  -1.800  0.163  0.02
H  -2.617  0.850  -3.979  0.00
N  -2.386  0.796  0.537  -0.01
H  5.874  3.131  1.983  0.00
C  1.410  0.846  -5.075  0.00
H  -5.265  3.471  -1.859  0.00
As  -2.685  -2.528  2.151  -0.41
H  0.125  1.136  5.223  0.00
H  2.423  1.890  2.289  0.00
C  -3.734  -2.236  0.540  -0.01
C  2.739  -1.781  -1.127  -0.01
H  -2.495  -0.685  2.737  0.09
H  -1.727  1.247  6.816  0.00